DFT (wB97M-V/def2-TZVPD) results for an isolated ion of composition C4H8N3 and charge +1.

Geometry as XYZ:
```
15
Properties=species:S:1:pos:R:3:forces:R:3
C -1.124467 0.667630 0.319697 2.1115 -1.8439 2.0970
H 1.861898 2.110243 -0.349948 -1.3787 -1.3736 1.0498
H -2.170162 0.446877 0.126326 0.2770 0.0731 -0.9366
H -1.091846 0.820155 1.404822 -0.3062 0.1640 0.1778
N 1.090007 1.517763 0.120412 -0.0294 -2.9391 -2.1855
H 0.270303 -2.839104 -0.790671 0.2442 0.0890 -1.0842
C -0.029771 -0.472139 0.163971 -5.8330 1.0631 0.1955
H -0.402174 -3.700692 0.559524 -0.4452 -0.6105 1.4547
N 1.127957 0.093940 -0.122441 7.9453 3.7060 -1.0109
H 2.065852 -0.397362 -0.424490 -2.4806 1.4799 0.9083
H -0.617117 2.739740 -0.271736 -0.6424 2.1224 1.3423
N -0.226599 -1.619609 0.720933 -1.4235 -1.5791 1.6105
H -0.275272 1.638577 -1.370853 -0.1088 -0.3846 -0.0436
C -0.137541 -2.749772 0.191162 1.1836 -0.8146 -1.1002
C -0.341074 1.743749 -0.276701 0.8861 0.8479 -2.4748
```
Forces are in eV/Å.

Computed properties:
Expectation value of S² ... 2.010
Orbital gap (spin up / spin down) ... 7.302 / 6.852 eV
DFT total energy ... -321.00156 hartree
Charge ... +1
Spin multiplicity ... 3

Atom charges from the Löwdin analysis, given in e for atoms 1 to 5:
1 C -0.044
2 H 0.217
3 H 0.139
4 H 0.134
5 N 0.176